[1]
The following is a DFT calculation (ωB97M-V/def2-TZVPD) of C31H29N9O9S3Ti as an isolated structure.

Properties
Kohn-Sham gap, hartree: 0.2369
Highest occupied orbital energy, eV: -2.7
LUMO level, hartree: 0.1372
Charge: -2
Energy relative to the best compared isomer or geometry (same formula, charge and spin), kcal/mol: 13.2

Each line ends with the Löwdin charge.
Element x y z (Å)
Ti  0.629  -0.644  1.073  0.8613
N  2.211  0.153  2.341  -0.0798
N  2.766  -0.822  3.201  0.0701
C  2.290  -2.104  2.972  -0.6508
O  2.760  -3.084  3.513  0.0506
O  1.259  -2.127  2.147  -0.1505
H  2.946  0.430  1.653  0.0344
H  1.833  0.920  2.899  0.0376
H  3.770  -0.733  3.310  0.1242
C  4.633  6.834  0.084  -0.0677
C  4.906  5.378  0.351  -0.2904
C  6.022  4.746  -0.179  -0.0595
C  6.250  3.391  0.041  -0.0631
C  5.362  2.657  0.806  -0.2684
C  4.241  3.280  1.344  -0.0572
C  4.017  4.624  1.118  -0.0389
S  5.578  0.890  1.046  0.5261
O  5.600  0.689  2.487  -0.3520
O  6.801  0.587  0.318  -0.3599
N  4.292  0.225  0.497  -0.2380
C  4.048  0.285  -0.922  -0.1936
C  2.769  -0.464  -1.277  -0.5592
O  2.591  -0.994  -2.353  0.0662
O  1.868  -0.484  -0.322  -0.2462
H  5.491  7.315  -0.390  0.0639
H  4.408  7.371  1.007  0.0726
H  3.773  6.956  -0.578  0.0779
H  6.721  5.317  -0.782  0.0987
H  7.112  2.888  -0.378  0.1006
H  3.532  2.707  1.928  0.0925
H  3.127  5.090  1.527  0.1155
H  4.855  -0.140  -1.527  0.1133
H  3.886  1.319  -1.279  0.1274
S  0.661  1.945  0.843  0.7559
C  -1.001  2.377  0.688  -0.7274
C  -1.394  3.710  1.043  -0.2774
N  -1.699  4.782  1.334  0.1341
C  -1.906  1.500  0.184  -0.7153
S  -1.411  -0.087  -0.319  0.7346
C  -3.274  1.862  -0.016  -0.2904
N  -4.374  2.159  -0.192  0.1295
O  -1.944  -1.964  2.183  0.0273
C  -1.723  -0.993  2.880  -0.5120
C  -2.611  -0.540  4.033  -0.0810
C  -1.866  0.651  4.609  -0.0841
C  -0.580  0.711  3.790  -0.4867
O  0.350  1.443  4.074  0.0252
N  -0.641  -0.168  2.738  0.0176
H  -2.728  -1.370  4.730  0.1156
H  -3.597  -0.300  3.633  0.1179
H  -1.614  0.564  5.665  0.1129
H  -2.390  1.597  4.468  0.1195
C  -5.810  0.442  -4.943  -0.0590
C  -5.555  -0.768  -4.087  -0.2841
C  -6.308  -1.926  -4.232  -0.0641
C  -6.079  -3.037  -3.431  -0.0386
C  -5.099  -2.999  -2.447  -0.2571
N  -4.909  -4.122  -1.605  0.1190
C  -3.699  -4.525  -1.056  -0.5497
O  -3.635  -5.092  0.012  0.0810
N  -2.620  -4.267  -1.866  0.1203
C  -1.307  -4.036  -1.386  -0.1996
C  -0.209  -4.688  -1.912  0.0004
C  1.051  -4.319  -1.468  -0.0312
C  1.166  -3.280  -0.564  -0.0976
N  0.106  -2.618  -0.097  0.0035
C  -1.106  -3.025  -0.454  -0.1061
C  -4.349  -1.835  -2.277  -0.0023
C  -4.570  -0.746  -3.100  -0.0207
H  -6.399  0.185  -5.824  0.0665
H  -4.876  0.893  -5.277  0.0780
H  -6.358  1.206  -4.386  0.0823
H  -7.081  -1.969  -4.992  0.1015
H  -6.656  -3.943  -3.571  0.1039
H  -5.707  -4.484  -1.109  0.1430
H  -2.800  -4.037  -2.828  0.1450
H  -0.343  -5.474  -2.646  0.1119
H  1.943  -4.802  -1.839  0.1071
H  2.132  -2.942  -0.219  0.1224
H  -1.942  -2.509  -0.005  0.0505
H  -3.607  -1.768  -1.489  0.0851
H  -3.977  0.148  -2.947  0.1153

Cartesian forces, eV/Å:
Ti 0.17 0.50 -0.28
N -0.03 -0.04 0.07
N -0.04 0.02 -0.04
C -0.09 0.03 0.02
O 0.06 0.03 -0.04
O 0.11 -0.03 -0.21
H 0.04 -0.01 -0.03
H 0.02 -0.02 0.04
H -0.02 0.01 0.02
C 0.00 0.03 -0.01
C -0.02 -0.03 0.02
C 0.00 0.00 0.00
C 0.04 0.00 -0.01
C -0.02 0.00 0.01
C -0.01 -0.03 0.00
C 0.01 0.05 -0.02
S -0.01 -0.04 0.00
O 0.01 0.04 -0.03
O 0.00 -0.03 0.02
N -0.02 0.01 0.09
C -0.04 0.03 -0.11
C 0.17 0.08 0.16
O 0.03 0.02 -0.05
O -0.22 -0.46 0.23
H 0.00 0.00 0.00
H 0.00 0.00 0.00
H 0.00 0.00 0.00
H 0.00 0.00 0.00
H -0.01 0.00 0.00
H 0.00 0.00 0.01
H 0.00 0.00 0.00
H -0.02 0.00 0.01
H 0.00 -0.03 -0.02
S -0.04 -0.05 0.00
C 0.01 0.02 -0.04
C -0.02 0.00 0.04
N 0.01 0.01 -0.02
C 0.05 -0.01 -0.01
S 0.01 -0.01 0.05
C 0.02 0.13 0.01
N -0.03 -0.07 -0.03
O -0.04 -0.06 0.01
C -0.10 0.01 0.05
C -0.02 -0.06 -0.03
C 0.00 0.04 -0.02
C 0.10 0.11 0.02
O -0.06 -0.01 -0.03
N 0.05 -0.11 0.15
H 0.00 0.00 0.00
H 0.00 -0.01 -0.01
H 0.01 -0.01 0.00
H 0.00 0.01 0.01
C -0.01 0.03 -0.03
C 0.01 -0.04 0.03
C 0.00 0.01 -0.01
C 0.03 -0.04 0.01
C -0.02 0.14 0.03
N 0.06 -0.22 -0.11
C -0.08 0.09 0.00
O 0.02 -0.04 0.03
N 0.05 -0.34 -0.12
C -0.01 0.14 0.05
C 0.02 -0.07 0.07
C -0.01 0.02 0.02
C 0.08 0.02 -0.11
N -0.17 0.00 0.07
C 0.09 -0.07 -0.08
C -0.09 -0.06 0.01
C 0.03 0.06 0.00
H 0.00 -0.01 0.00
H 0.00 0.00 0.01
H 0.02 0.00 0.01
H 0.00 0.00 0.00
H 0.00 0.00 0.00
H 0.01 0.07 0.06
H -0.05 0.19 0.07
H 0.00 0.01 0.00
H 0.00 0.00 0.01
H -0.03 -0.01 -0.01
H 0.00 -0.02 0.03
H -0.02 0.06 -0.05
H 0.00 0.00 0.03

---

[2]
The following is a DFT calculation (ωB97M-V/def2-TZVPD) of C31H30BN12O3S2Y as an isolated structure.

Properties
Kohn-Sham gap, hartree: 0.2599
Highest occupied orbital energy, eV: -7.5
LUMO level, hartree: -0.0149
Charge: 0
Energy relative to the best compared isomer or geometry (same formula, charge and spin), kcal/mol: 38.4

Each line ends with the Löwdin charge.
Element x y z (Å)
Y  -2.411  0.699  0.023  1.2710
N  -1.587  -2.716  -3.004  0.0532
C  -1.886  -1.434  -2.793  -0.1015
N  -2.193  -1.261  -1.524  0.0693
C  -2.054  -2.511  -1.000  -0.3177
N  -1.689  -3.426  -1.865  0.1513
C  -2.323  -2.776  0.409  -0.2008
C  -2.282  -4.065  0.933  -0.0480
N  -2.580  -4.315  2.197  0.0996
C  -2.935  -3.269  2.937  -0.1004
C  -2.969  -1.985  2.425  -0.1161
N  -2.646  -1.722  1.160  0.0557
H  -1.309  -3.166  -3.860  0.1637
H  -1.882  -0.683  -3.564  0.1250
H  -2.006  -4.899  0.300  0.1199
H  -3.199  -3.457  3.970  0.1113
H  -3.273  -1.152  3.041  0.0900
N  -2.546  1.395  2.541  0.0221
C  -1.221  1.466  3.101  -0.3238
C  -0.715  0.393  3.824  -0.0469
C  0.591  0.427  4.285  -0.0733
C  1.398  1.527  4.031  -0.0904
C  0.882  2.598  3.319  -0.0714
C  -0.425  2.575  2.854  -0.0376
H  -3.194  0.970  3.193  0.0903
H  -2.886  2.327  2.319  0.0663
H  -1.331  -0.478  4.014  0.0938
H  0.981  -0.418  4.838  0.1068
H  2.421  1.545  4.382  0.1016
H  1.500  3.461  3.111  0.1091
H  -0.817  3.401  2.275  0.1016
S  -5.195  -0.189  -0.055  0.5478
C  -5.019  0.639  -1.561  -0.8586
N  -6.000  0.478  -2.515  0.0342
C  -5.858  0.523  -3.906  -0.0943
C  -5.008  1.232  -4.649  -0.0675
C  -3.805  2.371  -2.682  -0.1929
N  -3.940  1.337  -1.741  -0.0708
H  -6.763  -0.091  -2.183  0.1069
H  -6.558  -0.116  -4.426  0.1159
H  -5.017  1.139  -5.724  0.1129
H  -3.958  3.378  -2.306  0.1382
S  -1.516  5.094  -1.504  0.5418
C  -2.025  3.933  -0.497  -0.9692
N  -2.398  3.064  0.208  -0.0530
N  0.660  1.981  -3.240  0.2283
C  -0.632  1.775  -2.957  -0.4795
O  -1.002  1.479  -1.822  -0.0823
C  -1.604  1.833  -4.085  -0.1168
C  -2.864  2.143  -3.756  -0.1032
N  -4.156  2.217  -4.114  0.1029
C  -1.208  1.495  -5.412  -0.1973
N  -0.848  1.210  -6.468  0.1581
H  0.950  2.344  -4.132  0.1172
H  1.311  1.978  -2.470  0.1317
C  6.130  -0.020  2.582  -0.0499
C  5.991  -0.625  1.178  -0.5638
C  6.485  0.391  0.139  -0.0510
C  6.890  -1.859  1.099  -0.0750
C  4.521  -0.957  0.911  -0.1767
C  4.083  -2.252  0.646  -0.0341
C  2.737  -2.556  0.410  0.0154
C  1.844  -1.515  0.450  -0.2283
O  0.488  -1.521  0.268  0.0688
B  0.024  -0.174  0.431  -0.4259
O  1.183  0.615  0.689  0.0807
C  2.262  -0.221  0.710  -0.2172
C  3.581  0.086  0.943  0.0523
H  7.175  0.226  2.788  0.0832
H  5.787  -0.726  3.341  0.0897
H  5.543  0.893  2.684  0.0738
H  7.533  0.639  0.321  0.0831
H  5.910  1.317  0.177  0.0751
H  6.398  -0.016  -0.870  0.0896
H  7.924  -1.566  1.292  0.0837
H  6.853  -2.322  0.112  0.0853
H  6.613  -2.609  1.842  0.0850
H  4.794  -3.066  0.620  0.0947
H  2.417  -3.570  0.208  0.1157
H  3.869  1.109  1.148  0.1218

Cartesian forces, eV/Å:
Y 0.05 0.00 -0.11
N 0.03 -0.13 0.05
C -0.08 0.14 0.02
N 0.08 -0.15 -0.14
C 0.03 0.01 0.05
N -0.03 0.05 -0.08
C -0.05 0.05 0.09
C -0.01 0.01 -0.02
N 0.00 -0.02 0.02
C 0.00 -0.01 0.05
C 0.02 0.01 -0.10
N 0.01 -0.02 0.06
H 0.00 0.01 0.00
H 0.01 0.03 0.01
H 0.01 0.01 -0.01
H -0.01 0.00 0.00
H -0.01 -0.02 0.01
N 0.04 0.00 -0.03
C -0.05 0.00 -0.05
C 0.04 0.00 0.01
C 0.00 -0.02 0.00
C -0.01 0.00 -0.01
C 0.00 0.02 0.00
C 0.02 -0.01 0.02
H -0.03 0.00 -0.02
H 0.00 0.01 0.03
H 0.02 0.02 0.00
H 0.01 0.00 0.00
H 0.00 0.00 0.00
H 0.00 0.00 0.00
H 0.00 0.00 0.00
S -0.01 0.02 -0.09
C -0.07 -0.09 0.10
N -0.01 -0.01 0.03
C -0.01 -0.02 -0.03
C -0.01 0.00 0.07
C -0.01 -0.03 0.05
N -0.02 0.11 -0.07
H 0.00 0.00 -0.01
H 0.00 0.00 0.00
H 0.02 0.02 -0.01
H 0.00 0.00 0.00
S -0.07 -0.14 0.11
C 0.04 -0.01 -0.01
N 0.04 0.15 -0.04
N 0.01 -0.01 -0.01
C 0.07 -0.05 0.05
O -0.11 0.12 -0.05
C 0.01 -0.05 0.06
C 0.01 0.02 -0.11
N 0.00 0.01 -0.01
C 0.01 0.04 -0.01
N -0.01 -0.02 0.00
H 0.00 0.01 0.00
H 0.00 0.00 -0.01
C -0.01 0.01 0.00
C -0.01 -0.02 0.00
C -0.01 0.01 -0.01
C 0.01 0.00 0.00
C 0.01 0.01 0.01
C -0.01 0.00 -0.01
C 0.03 0.04 0.01
C 0.01 -0.09 0.00
O -0.10 0.08 0.04
B 0.20 -0.08 0.11
O -0.09 -0.04 -0.05
C 0.03 0.06 0.01
C -0.01 -0.04 -0.02
H 0.00 0.00 0.00
H 0.00 0.00 0.00
H 0.00 0.00 0.00
H 0.00 0.00 0.00
H 0.00 0.00 0.01
H 0.00 0.00 0.01
H 0.00 0.00 0.00
H 0.00 0.00 0.00
H 0.00 0.00 0.00
H 0.01 0.01 0.00
H -0.01 0.00 0.00
H 0.00 0.00 0.00